DFT (wB97M-V/def2-TZVPD) results for a structure of composition C66H49AsInOP2S.

Structure (XYZ):
```
121
Properties=species:S:1:pos:R:3:forces:R:3:mulliken_charge:R:1
In 0.35602 0.28803 0.42028 -0.14 -0.61 -0.50 1.257
O 3.11795 0.98589 -2.07143 -0.21 -0.14 -0.33 -0.724
S 1.88351 0.18832 -2.00476 0.51 0.30 0.56 1.783
C 0.59590 0.90758 -2.96845 -0.24 -0.02 0.05 0.249
C 0.44306 0.58518 -4.30940 0.05 0.06 -0.01 -0.323
C -0.63920 1.03409 -5.07457 0.03 -0.03 0.03 -1.247
C -1.62601 1.74145 -4.43332 -0.02 0.04 -0.04 0.519
C -2.95486 2.24752 -4.92657 0.00 -0.02 0.03 -0.751
C -3.59111 2.94161 -3.69611 0.02 -0.05 -0.01 -0.884
C -2.63005 2.69223 -2.57148 -0.03 0.03 -0.04 0.492
C -2.73213 2.93343 -1.22281 0.01 -0.01 0.09 -1.537
C -1.62047 2.65019 -0.42867 -0.10 0.07 -0.09 -0.327
C -0.37522 2.17198 -0.91175 0.05 -0.48 0.18 -0.239
P 0.79897 2.91589 0.38410 0.53 0.68 0.28 1.102
C 1.05305 4.62667 -0.14299 -0.27 -0.09 -0.26 0.824
C 1.35613 4.93794 -1.47022 -0.10 0.04 -0.01 -0.242
C 1.59228 6.25451 -1.82628 0.01 0.03 0.01 -1.017
C 1.51851 7.25825 -0.86542 0.00 0.00 -0.03 -0.647
C 1.19888 6.95009 0.44743 0.00 -0.02 0.02 -0.743
C 0.95961 5.63172 0.81354 0.05 0.01 0.05 -0.736
C 2.49863 2.26205 0.46717 0.15 0.06 0.06 0.634
C 2.76377 1.48131 1.60871 -0.03 -0.16 -0.18 -0.197
C 4.05662 1.08106 1.93122 -0.04 -0.05 -0.01 -1.102
C 5.10937 1.51103 1.14637 0.06 0.06 -0.05 -0.687
C 4.87553 2.33808 0.04685 0.06 -0.03 0.10 -0.779
C 3.59298 2.70789 -0.29243 -0.21 0.11 0.11 -0.597
C -0.34989 1.72083 -2.29499 0.09 0.17 -0.24 0.148
C -1.47423 2.05420 -3.06870 0.08 0.08 -0.07 0.033
C 2.19580 -1.33844 -2.83555 -0.09 -0.11 -0.03 -0.130
C 3.38567 -1.35130 -3.53987 -0.06 -0.06 0.01 -0.411
C 3.70769 -2.37598 -4.44461 0.07 0.06 0.01 -1.355
C 2.78498 -3.36368 -4.65138 0.00 -0.05 -0.03 0.275
C 2.79210 -4.53877 -5.59210 -0.01 0.01 -0.01 -0.811
C 1.48561 -5.31003 -5.27779 0.00 0.03 0.02 -0.871
C 0.79241 -4.48016 -4.23062 0.05 -0.01 -0.05 0.117
C -0.40903 -4.64337 -3.59898 -0.08 -0.01 0.05 -1.244
C -0.75521 -3.72734 -2.59447 0.04 -0.01 -0.04 0.017
C 0.03663 -2.64663 -2.22219 -0.10 -0.03 -0.02 0.346
P -0.46165 -1.95534 -0.61625 -0.20 -0.15 -0.38 0.466
C 0.33038 -3.03702 0.59718 0.03 0.08 0.15 1.222
C -0.25573 -4.02277 1.38496 0.02 -0.07 -0.09 -0.437
C 0.53027 -4.77241 2.24974 0.04 -0.02 -0.03 -0.817
C 1.89497 -4.54425 2.34193 0.00 -0.02 0.02 -0.804
C 2.48891 -3.55694 1.56512 -0.01 0.01 0.00 -0.995
C 1.70988 -2.80584 0.70020 -0.01 0.01 0.08 -0.294
C -2.27459 -1.91879 -0.68566 0.05 0.13 0.19 0.616
C -3.17237 -2.83199 -0.13871 0.02 -0.13 -0.01 -0.310
C -4.53814 -2.66528 -0.32493 0.02 -0.01 0.01 -1.030
C -5.02337 -1.58761 -1.05015 0.03 0.02 -0.02 -0.998
C -4.13372 -0.67763 -1.60806 -0.04 -0.02 -0.01 -0.644
C -2.77161 -0.84327 -1.42803 -0.02 0.04 0.05 0.059
C 1.24963 -2.40327 -2.93167 0.10 0.01 0.04 -1.375
C 1.59072 -3.36853 -3.89835 -0.02 0.03 0.05 1.160
H 1.18912 -0.04294 -4.78085 0.00 -0.01 0.01 0.619
H -0.70120 0.78191 -6.12464 -0.01 -0.01 0.01 0.527
H -3.56794 1.41648 -5.27974 0.00 0.01 -0.01 0.347
H -2.83171 2.92247 -5.77354 0.00 0.02 0.01 0.400
H -4.58802 2.56302 -3.46642 0.00 0.01 0.01 0.354
H -3.70160 4.01809 -3.84523 0.00 0.01 -0.01 0.390
H -3.62095 3.35965 -0.77659 0.00 0.00 0.00 0.601
H -1.67646 2.91972 0.62173 0.00 -0.03 0.03 0.678
H 1.39780 4.16082 -2.22642 0.03 -0.01 0.02 0.508
H 1.83765 6.50192 -2.85042 -0.01 0.00 0.00 0.477
H 1.70557 8.28566 -1.14737 0.00 0.00 0.00 0.438
H 1.12976 7.73463 1.18860 0.01 0.00 0.00 0.454
H 0.71099 5.39052 1.84026 -0.01 0.00 0.00 0.469
H 1.97205 1.27953 2.31915 -0.04 0.06 0.13 0.611
H 4.23440 0.50123 2.82649 0.00 -0.02 0.01 0.538
H 6.12518 1.24497 1.40816 -0.01 -0.02 0.00 0.478
H 5.70830 2.69492 -0.54380 0.00 0.01 0.01 0.476
H 3.43682 3.36154 -1.13566 -0.02 0.02 -0.04 0.462
H 4.06677 -0.52159 -3.40521 -0.01 0.02 -0.02 0.774
H 4.64778 -2.34269 -4.97855 0.00 -0.01 0.00 0.494
H 3.68256 -5.15163 -5.45321 0.00 0.00 0.02 0.371
H 2.81474 -4.18931 -6.62559 0.01 -0.01 0.00 0.306
H 1.68842 -6.30983 -4.89121 0.00 0.00 0.00 0.319
H 0.85757 -5.43891 -6.15930 -0.01 0.01 0.00 0.358
H -1.07125 -5.46898 -3.82268 0.00 0.01 -0.01 0.513
H -1.68301 -3.90471 -2.06524 -0.01 0.00 0.00 0.555
H -1.31322 -4.22936 1.34282 0.02 0.02 0.02 0.106
H 0.06802 -5.54339 2.85148 0.00 0.00 0.00 0.533
H 2.49918 -5.14124 3.01208 0.00 0.00 0.00 0.462
H 3.55554 -3.38388 1.62066 0.00 0.00 0.00 0.562
H 2.19676 -2.05704 0.07670 0.01 -0.02 -0.02 0.442
H -2.83178 -3.69313 0.41425 -0.01 0.02 -0.01 0.618
H -5.22494 -3.39195 0.08854 0.00 0.00 0.01 0.530
H -6.08897 -1.46588 -1.19137 0.00 0.00 -0.01 0.466
H -4.50389 0.15523 -2.19221 0.00 0.00 0.01 0.479
H -2.08782 -0.14343 -1.89454 0.04 0.02 0.02 -0.205
C -2.80964 -3.89322 4.43094 0.01 0.00 0.01 -0.764
C -1.53931 -3.62979 4.92635 0.00 0.01 0.00 -0.929
C -0.81852 -2.54199 4.45437 -0.01 -0.03 -0.07 -0.400
C -1.38464 -1.73326 3.47552 -0.03 -0.08 0.03 1.145
C -2.65653 -1.98569 2.97607 -0.02 0.02 0.03 -0.363
C -3.37039 -3.07009 3.46168 0.00 -0.01 -0.01 -0.774
As -0.46088 -0.15597 2.91134 -0.15 0.10 0.04 2.146
C 0.74198 0.36112 4.28951 0.01 0.14 -0.04 -0.715
C 1.93975 -0.23031 4.65892 -0.01 0.01 0.05 -0.389
C 2.64847 0.32219 5.71685 0.01 0.00 -0.01 -0.861
C 2.16115 1.45233 6.36457 0.01 0.00 0.00 -1.011
C 0.96589 2.04298 5.97788 -0.01 -0.01 0.02 -0.713
C 0.23450 1.50135 4.92831 0.01 0.03 -0.02 0.571
C -1.05172 2.02519 4.40462 0.06 0.01 0.01 0.040
C -1.75438 3.11336 4.90721 0.02 -0.01 -0.04 -0.686
C -2.95173 3.49110 4.31472 -0.02 0.01 0.01 -1.046
C -3.46413 2.79726 3.22363 0.01 0.01 -0.01 -0.507
C -2.77879 1.70250 2.71243 -0.05 0.02 0.06 -0.920
C -1.58732 1.33214 3.31342 0.03 0.02 0.08 0.281
H -3.37430 -4.73137 4.81713 0.00 0.00 0.00 0.455
H -1.11348 -4.26262 5.69352 -0.01 0.00 0.01 0.512
H 0.16264 -2.32937 4.85789 0.00 0.01 0.01 0.424
H -3.10701 -1.33262 2.23723 0.00 -0.01 0.00 0.342
H -4.37243 -3.26366 3.10085 0.00 0.01 -0.01 0.510
H 2.31575 -1.10820 4.14581 -0.01 -0.01 -0.01 0.789
H 3.57850 -0.12613 6.03962 0.00 0.00 0.00 0.523
H 2.72152 1.87914 7.18552 0.00 -0.01 0.00 0.439
H 0.60975 2.91984 6.50212 0.00 0.00 0.00 0.473
H -1.38432 3.66347 5.76218 0.01 0.00 -0.01 0.489
H -3.50007 4.33229 4.71708 0.00 0.00 -0.01 0.439
H -4.40405 3.10394 2.78402 0.00 -0.01 0.01 0.502
H -3.18633 1.14931 1.87251 0.00 -0.01 0.01 0.468
```
Positions in Å, forces in eV/Å.

largest force on an atom = 0.9 eV/Å
HOMO level = -15.00 eV
relative energy (zero: lowest compared OMol25 entry of this formula, charge and spin) = 154.06 kJ/mol
calculated total energy = -166686.5846 eV
net charge = +3
multiplicity = 1
HOMO-LUMO gap = 6.075 eV

DFT (wB97M-V/def2-TZVPD) results for a cluster of 2 separate species, C6H4Cl5N in total.

Structure (XYZ):
```
16
Properties=species:S:1:pos:R:3:forces:R:3:nbo_charge:R:1
Cl 1.76575 -0.87464 -1.85246 -0.23 -0.19 0.59 0.080
C 0.14109 -1.02688 -1.30805 -0.29 -0.61 1.51 -0.065
Cl -0.98176 -0.80258 -2.55144 -0.50 -0.09 -1.13 0.059
C -0.36256 -1.34405 -0.08650 3.90 0.66 -1.26 -0.268
C 0.40045 -1.67215 1.11177 -1.71 -2.12 -0.67 -0.101
Cl -0.15057 -3.15315 1.91236 -0.21 0.30 -0.51 0.006
C 1.41652 -1.09258 1.65797 2.48 1.80 2.11 -0.074
Cl 2.00094 0.46435 1.23537 -0.09 -0.43 -0.26 0.089
Cl 2.20045 -1.65450 3.12267 -0.25 -0.05 -0.57 0.039
H -1.37568 -1.37507 0.00054 -2.70 -0.21 0.15 0.239
C -1.65982 1.58818 -0.67217 -2.76 -0.03 0.72 -0.677
C -0.54078 2.18799 -0.47954 1.76 -0.16 -0.60 0.432
N 0.60661 2.50313 -0.20550 0.14 0.61 -0.87 -0.658
H -2.15141 1.17602 -1.58174 0.99 0.53 1.04 0.267
H -2.24713 1.67588 0.26276 -0.22 -0.11 -0.76 0.249
H 0.93791 3.40005 -0.56604 -0.31 0.10 0.52 0.384
```
Positions in Å, forces in eV/Å.

largest force on an atom = 4.1 eV/Å
HOMO level = -9.02 eV
relative energy (zero: lowest compared OMol25 entry of this formula, charge and spin) = 0.00 kJ/mol
calculated total energy = -70385.7717 eV
multiplicity = 1
HOMO-LUMO gap = 9.168 eV

DFT (wB97M-V/def2-TZVPD) results for a structure of composition C16H33CrNO11.

Structure (XYZ):
```
62
Properties=species:S:1:pos:R:3:forces:R:3:nbo_charge:R:1
Cr -0.00963 -0.15813 0.51550 -0.27 0.00 0.79 0.709
C 4.17292 0.92728 1.98853 0.20 0.05 -0.83 -0.651
C 3.45180 -0.06413 1.07433 0.05 0.15 0.54 -0.149
O 2.08653 -0.05671 1.11945 1.36 0.08 0.33 -0.298
H 3.96141 1.96145 1.72058 -0.18 -0.05 0.07 0.212
H 5.24226 0.80346 1.79828 0.04 -0.08 0.33 0.214
H 3.94093 0.75791 3.03589 0.00 -0.05 0.03 0.225
H 3.81524 -1.07134 1.34304 -0.31 -0.28 -0.03 0.228
H 3.74698 -0.00273 0.01584 0.02 0.22 -0.11 0.218
C -3.45846 -2.03047 -1.40935 -0.32 -0.03 -0.20 -0.639
C -3.19188 -0.62993 -0.87979 -0.10 -0.01 -0.38 0.002
C -4.42475 0.05994 -0.33765 -0.90 0.23 1.76 -0.727
O -2.06357 -0.54574 -0.11373 -1.33 0.13 -0.55 -0.314
H -2.67276 -2.35202 -2.09289 0.09 -0.08 0.14 0.210
H -4.39771 -1.99364 -1.96442 0.03 -0.16 -0.05 0.216
H -3.57799 -2.75176 -0.60170 0.08 0.03 0.04 0.219
H -2.94491 -0.01736 -1.77485 0.50 0.06 0.01 0.249
H -5.31053 0.01573 -0.97061 0.30 -0.08 -0.43 0.219
H -4.28831 1.09510 -0.02819 0.42 0.17 -0.48 0.221
H -4.76160 -0.36731 0.61745 0.24 -0.43 -0.20 0.221
C 2.73189 -3.31393 -1.40604 0.71 0.48 -0.56 -0.267
O 1.94598 -3.97021 -0.43695 -0.14 0.06 0.04 -0.488
C 0.91377 -3.28986 0.06747 0.64 -0.54 0.36 1.003
O 0.50632 -2.23121 -0.33025 -0.13 0.08 -0.59 -0.683
O 0.47103 -3.97712 1.09628 -0.37 -0.25 0.12 -0.476
C -0.79885 -3.59352 1.62098 -0.59 0.83 0.77 -0.292
H 3.27742 -4.08760 -1.93880 -0.08 -0.05 -0.01 0.201
H 3.46482 -2.64453 -0.94676 -0.08 -0.09 0.23 0.176
H 2.17466 -2.70180 -2.11730 -0.32 -0.26 0.12 0.190
H -1.35385 -4.49084 1.87684 0.03 -0.10 -0.31 0.198
H -1.33509 -2.92163 0.95110 -0.04 -0.40 -0.32 0.205
H -0.70850 -2.99574 2.53299 0.48 -0.19 -0.02 0.208
C -2.61369 3.50053 0.28591 -1.33 -0.97 -0.37 -0.342
O -1.40753 4.05577 0.71278 0.44 0.80 0.10 -0.486
C -0.38590 3.26037 1.00171 -1.20 0.62 0.30 0.994
O -0.35617 2.07026 0.84140 0.16 -0.04 -0.19 -0.687
O 0.53142 4.02401 1.56825 0.73 0.07 0.19 -0.475
C 1.66547 3.28625 1.98766 1.09 -0.92 -0.11 -0.293
H -2.53234 2.98303 -0.67348 0.23 0.02 0.02 0.179
H -3.37351 4.27427 0.18693 0.44 0.35 -0.03 0.201
H -3.04069 2.79866 1.01100 0.39 -0.09 0.08 0.175
H 1.42848 2.56895 2.77455 -0.26 0.01 -0.06 0.197
H 2.48800 3.90027 2.34897 -0.55 0.70 0.00 0.199
H 2.08533 2.73152 1.14479 -0.28 -0.06 -0.02 0.182
C 3.11520 1.35215 -3.73786 0.08 -0.76 -0.06 -0.272
O 2.33293 1.21019 -2.54732 0.08 0.88 0.51 -0.501
C 1.22949 0.49340 -2.53302 0.24 -0.63 -0.81 1.002
O 0.49596 0.41275 -1.59024 -0.24 0.37 0.07 -0.672
O 1.07649 -0.19588 -3.66932 -0.13 0.17 -0.06 -0.520
C 0.00023 -1.12811 -3.67462 -0.26 -0.75 -0.04 -0.283
H 3.43859 0.35593 -4.03969 0.22 0.13 -0.13 0.189
H 3.96030 1.96350 -3.44645 0.02 0.07 -0.06 0.202
H 2.56539 1.79323 -4.56591 -0.17 0.16 0.17 0.196
H -0.98819 -0.67132 -3.63984 0.15 0.34 -0.05 0.190
H 0.07407 -1.81287 -2.82896 0.08 0.11 0.07 0.203
H 0.11295 -1.69283 -4.59636 -0.04 0.08 -0.04 0.198
C -2.40924 1.10958 4.18626 -0.09 -0.19 0.80 -0.946
C -1.47568 0.33291 3.38892 -0.29 0.00 -0.06 0.320
N -0.67864 -0.23085 2.78254 0.15 -0.17 -0.21 -0.457
H -3.20689 0.50921 4.62962 0.07 -0.30 -0.34 0.253
H -2.88915 1.90183 3.61478 0.24 0.15 -0.06 0.245
H -1.84827 1.48166 5.05174 -0.02 0.41 -0.20 0.248
```
Positions in Å, forces in eV/Å.

largest force on an atom = 2.0 eV/Å
HOMO level (spin up / spin down) = -1.46 / -10.53 eV
relative energy (zero: lowest compared OMol25 entry of this formula, charge and spin) = 0.00 kJ/mol
calculated total energy = -69552.0553 eV
multiplicity = 9
HOMO-LUMO gap (spin up / spin down) = 1.703 / 8.258 eV